Here is a structure of composition C23H26F6GeNOPSbY from OMol25. Energies are from ωB97M-V/def2-TZVPD.

multiplicity	2
orbital gap (spin up / spin down)	7.891 / 7.922	eV
charge	+1
HOMO (spin up / spin down)	-11.3 / -11.8	eV
LUMO level (spin up / spin down)	-3.41 / -3.88	eV
<S²>	0.75

Last column: Löwdin spin population.
Positions of all 61 atoms, in Å:
Y (0.5837, 1.4323, 0.2302)  0.11
O (1.2022, 1.8651, 2.6907)  0.02
N (0.2075, 0.9695, 3.1653)  0.00
C (0.4651, -0.2014, 2.7435)  0.00
C (-0.5621, -1.2522, 2.9397)  0.00
C (-0.8893, -1.6968, 4.2120)  0.00
C (-1.9103, -2.6220, 4.3722)  0.00
C (-2.6107, -3.0863, 3.2688)  0.00
C (-2.2868, -2.6376, 1.9969)  0.00
C (-1.2481, -1.7302, 1.8176)  0.00
P (-0.7547, -1.1377, 0.1674)  0.00
C (0.2620, -2.4554, -0.5474)  0.00
C (1.5376, -2.1557, -1.0161)  0.01
C (2.3345, -3.1501, -1.5703)  0.00
C (1.8574, -4.4471, -1.6538)  0.00
C (0.5841, -4.7557, -1.1857)  0.00
C (-0.2103, -3.7671, -0.6353)  0.00
C (-2.2824, -1.0703, -0.7973)  0.00
C (-3.4055, -0.4609, -0.2385)  0.00
C (-4.5544, -0.3038, -0.9947)  0.00
C (-4.5854, -0.7460, -2.3111)  0.00
C (-3.4689, -1.3493, -2.8700)  0.00
C (-2.3147, -1.5126, -2.1169)  0.00
H (1.0277, 2.6916, 3.1672)  0.00
H (1.4034, -0.4054, 2.2124)  0.00
H (-0.3571, -1.3092, 5.0707)  0.00
H (-2.1705, -2.9669, 5.3637)  0.00
H (-3.4201, -3.7922, 3.3977)  0.00
H (-2.8636, -2.9745, 1.1446)  0.00
H (1.9340, -1.1470, -0.9426)  0.02
H (3.3247, -2.9066, -1.9313)  0.00
H (2.4764, -5.2238, -2.0830)  0.00
H (0.2141, -5.7701, -1.2520)  0.00
H (-1.2010, -4.0165, -0.2778)  0.00
H (-3.3884, -0.1090, 0.7873)  0.00
H (-5.4215, 0.1735, -0.5587)  0.00
H (-5.4830, -0.6185, -2.9015)  0.00
H (-3.4940, -1.6968, -3.8942)  0.00
H (-1.4487, -1.9889, -2.5589)  0.00
F (-1.4150, 2.2514, 1.2766)  0.00
Sb (-1.9659, 3.4542, -0.1582)  0.00
F (-0.0194, 3.7097, -0.1333)  0.00
F (-2.1884, 4.8216, 1.0697)  0.00
F (-2.1607, 4.4635, -1.6951)  0.00
F (-3.6922, 2.7839, -0.0973)  0.00
F (-1.3177, 1.9201, -1.1838)  0.00
C (3.2368, 4.2911, 0.2770)  0.03
Ge (3.4903, 2.7463, -0.9099)  0.07
C (2.3057, 2.9575, -2.4700)  0.02
C (5.3538, 2.6161, -1.4361)  0.00
C (2.7880, 1.1701, 0.0432)  0.66
H (3.2360, 5.2195, -0.2951)  0.00
H (4.0504, 4.3338, 1.0019)  0.00
H (2.2960, 4.2551, 0.8296)  0.00
H (2.3622, 3.9723, -2.8644)  0.00
H (1.2408, 2.7863, -2.2627)  0.00
H (2.5907, 2.2611, -3.2592)  0.00
H (5.6673, 3.5380, -1.9265)  0.00
H (5.5164, 1.7867, -2.1234)  0.00
H (5.9754, 2.4648, -0.5541)  0.00
H (3.5664, 0.5290, 0.4608)  0.04


Here is a structure of composition C31H39As3F12NO2W from OMol25. Energies are from ωB97M-V/def2-TZVPD.

orbital gap	3.135	eV
charge	+3
HOMO	-14.9	eV
LUMO level	-11.76	eV

Last column: Löwdin charge in e.
Positions of all 89 atoms, in Å:
W (-1.0831, 0.2693, -0.0187)  1.45
C (0.0586, -4.6696, 4.4195)  0.00
C (-0.2177, -3.3421, 3.7937)  -0.20
C (0.5026, -2.2057, 4.1468)  0.02
C (0.2605, -0.9919, 3.5295)  -0.02
C (-0.7040, -0.8680, 2.5327)  -0.24
N (-0.9302, 0.4064, 1.8902)  -0.06
C (-1.2715, 1.5021, 2.7119)  -0.16
C (-1.4288, 1.3587, 4.0996)  0.05
C (-1.6858, 2.4453, 4.9022)  0.04
C (-1.7868, 3.7348, 4.3731)  -0.17
C (-1.9480, 4.9300, 5.2463)  0.01
C (-1.7469, 3.8717, 2.9782)  0.08
C (-1.5191, 2.7926, 2.1495)  -0.04
C (-1.5302, 3.0080, 0.6489)  -0.20
O (-1.9386, 1.8183, -0.0270)  -0.26
C (-0.0705, 3.3306, 0.1538)  -0.52
F (0.3045, 4.5623, 0.1845)  0.28
F (0.1189, 2.8425, -1.1145)  0.10
F (0.8070, 2.5826, 0.8908)  0.11
C (-2.4725, 4.1216, 0.0883)  -0.57
F (-2.0896, 5.3373, 0.4256)  0.21
F (-3.7100, 3.8966, 0.4918)  0.23
F (-2.4280, 4.0205, -1.2518)  0.18
C (-1.4429, -2.0232, 2.1513)  -0.05
C (-1.1822, -3.2263, 2.7839)  0.07
C (-2.2862, -1.9980, 0.8712)  -0.20
O (-1.4202, -1.4962, -0.1491)  -0.32
C (-3.5617, -1.0579, 0.8193)  -0.51
F (-3.5635, -0.4780, -0.4628)  0.07
F (-3.4620, 0.0204, 1.6096)  0.16
F (-4.6939, -1.6317, 1.0413)  0.28
C (-2.7728, -3.3819, 0.3242)  -0.58
F (-3.5685, -4.0129, 1.1595)  0.23
F (-1.7032, -4.1328, 0.0511)  0.19
F (-3.4164, -3.1567, -0.8272)  0.19
H (0.6950, -4.5697, 5.2954)  0.10
H (-0.8659, -5.1701, 4.7080)  0.11
H (0.5662, -5.3230, 3.7056)  0.11
H (1.2614, -2.2660, 4.9165)  0.14
H (0.8190, -0.1117, 3.8258)  0.13
H (-1.3606, 0.3827, 4.5561)  0.13
H (-1.8029, 2.2919, 5.9673)  0.14
H (-1.6713, 4.7081, 6.2742)  0.10
H (-1.3456, 5.7603, 4.8775)  0.11
H (-2.9898, 5.2644, 5.2472)  0.12
H (-1.8885, 4.8584, 2.5577)  0.14
H (-1.7210, -4.1201, 2.5044)  0.14
C (-2.4502, 1.4535, -3.4908)  -0.21
As (-1.2539, 0.2301, -2.5381)  1.11
C (-1.8706, -1.4130, -3.4217)  -0.22
C (0.3938, 0.6794, -3.5904)  -0.28
C (1.7366, 0.0132, -3.2450)  -0.66
C (1.6208, -1.5017, -3.4177)  -0.05
C (2.2430, 0.3554, -1.8345)  -0.28
As (1.3295, -0.3109, -0.1953)  1.15
C (2.7968, 0.1196, 1.0475)  -0.19
C (1.6333, -2.2572, -0.1666)  -0.20
C (2.7619, 0.6061, -4.2317)  -0.36
As (4.7188, 0.0849, -4.4444)  1.18
C (4.5159, -1.6561, -5.3263)  -0.34
C (5.3059, -0.6352, -2.6945)  -0.36
H (-2.2168, 2.4953, -3.2863)  0.03
H (-3.4820, 1.2572, -3.2008)  0.05
H (-2.3484, 1.2670, -4.5581)  0.06
H (-1.6296, -1.3569, -4.4812)  0.06
H (-2.9535, -1.4765, -3.3170)  0.05
H (-1.4296, -2.3146, -3.0016)  0.03
H (0.4832, 1.7677, -3.5598)  0.09
H (0.1328, 0.4184, -4.6175)  0.10
H (0.8466, -1.9123, -2.7623)  0.05
H (2.5718, -1.9823, -3.1894)  0.07
H (1.3635, -1.7490, -4.4481)  0.11
H (2.3294, 1.4388, -1.7126)  0.09
H (3.2487, -0.0468, -1.7389)  0.04
H (3.6699, -0.4300, 0.7004)  0.06
H (2.5535, -0.2109, 2.0558)  0.03
H (3.0200, 1.1838, 1.0665)  0.05
H (2.5705, -2.4866, -0.6693)  0.06
H (0.8215, -2.8125, -0.6301)  0.03
H (1.7186, -2.5531, 0.8801)  0.05
H (2.8030, 1.6894, -4.0859)  0.07
H (2.3906, 0.4558, -5.2499)  0.08
H (3.8231, -1.5820, -6.1636)  0.03
H (4.2023, -2.4552, -4.6560)  0.01
H (5.4903, -1.9217, -5.7357)  0.03
H (5.3964, 0.1461, -1.9390)  0.02
H (6.3140, -1.0068, -2.8838)  0.03
H (4.7153, -1.4744, -2.3192)  0.01


Here is a cluster of 8 separate species, C28H78N6O10 in total from OMol25. Energies are from ωB97M-V/def2-TZVPD.

orbital gap	9.359	eV
HOMO	-8.8	eV
LUMO level	0.59	eV
SMILES	COC[C@H](C)N.COC[C@H](C)N.COC[C@H](C)N.COC[C@H](C)N.COC[C@H](C)N.COC[C@H](C)N.OCCO.OCCO

Last column: Löwdin charge in e.
Positions of all 122 atoms, in Å:
C (-9.8392, 1.7560, -9.7570)  -0.12
O (-9.7494, 1.1281, -10.9879)  -0.19
C (-10.8839, 1.2087, -11.7785)  -0.23
C (-10.7011, 0.3159, -13.0473)  -0.43
C (-11.8447, 0.4861, -14.0218)  -0.08
N (-10.5743, -1.0854, -12.6028)  0.05
H (-10.3043, 1.0968, -9.0333)  0.09
H (-10.3603, 2.6964, -9.8485)  0.08
H (-8.8065, 1.9017, -9.4460)  0.09
H (-11.7692, 0.9011, -11.2097)  0.13
H (-11.0002, 2.2398, -12.0813)  0.12
H (-9.8072, 0.7510, -13.5000)  0.13
H (-12.7662, 0.0569, -13.5970)  0.08
H (-11.6653, -0.2129, -14.8792)  0.09
H (-12.0149, 1.4567, -14.4416)  0.07
H (-10.3273, -1.6203, -13.4190)  0.06
H (-9.7813, -1.1529, -11.9857)  0.06
C (-15.4112, 1.1828, -11.5933)  -0.09
O (-16.7420, 1.2887, -12.0485)  -0.24
C (-17.8130, 0.6171, -11.4320)  -0.19
C (-18.2800, 1.2107, -10.0767)  -0.43
C (-19.5767, 0.5765, -9.6552)  -0.07
N (-18.4242, 2.6456, -10.2908)  0.05
H (-14.8062, 1.6688, -12.3690)  0.08
H (-15.0901, 0.1404, -11.4750)  0.09
H (-15.2793, 1.7470, -10.6759)  0.08
H (-18.6238, 0.6886, -12.1605)  0.13
H (-17.4344, -0.3805, -11.2178)  0.11
H (-17.5070, 0.9337, -9.3304)  0.14
H (-19.4336, -0.5080, -9.6299)  0.08
H (-20.3879, 0.8380, -10.3380)  0.08
H (-19.9935, 0.9059, -8.6681)  0.09
H (-18.8045, 3.0954, -9.4789)  0.08
H (-17.6441, 3.1239, -10.6805)  0.07
C (-16.1148, 8.9626, -17.0987)  -0.10
O (-15.4532, 7.7214, -16.8142)  -0.23
C (-16.2725, 6.5326, -17.0403)  -0.18
C (-15.5098, 5.3732, -16.4001)  -0.40
C (-14.1079, 5.2778, -17.1106)  -0.03
N (-16.1984, 4.1038, -16.5023)  0.06
H (-15.3073, 9.7098, -16.9284)  0.10
H (-16.9835, 9.1962, -16.4773)  0.08
H (-16.3966, 8.9145, -18.1550)  0.08
H (-17.3056, 6.6426, -16.5505)  0.13
H (-16.4822, 6.3602, -18.1378)  0.14
H (-15.3825, 5.6023, -15.3832)  0.12
H (-13.4847, 4.5391, -16.5638)  0.08
H (-13.5466, 6.2059, -17.1731)  0.07
H (-14.2586, 4.9239, -18.1182)  0.05
H (-17.1987, 4.1064, -16.2504)  0.09
H (-16.0840, 3.6930, -17.4335)  0.07
C (-17.6230, -3.3685, -12.2027)  -0.10
O (-18.6064, -3.8119, -13.1290)  -0.17
C (-18.4348, -3.2475, -14.3992)  -0.25
C (-19.6767, -3.4354, -15.2329)  -0.43
C (-19.2823, -2.9401, -16.6748)  -0.06
N (-20.8538, -2.6557, -14.8202)  0.03
H (-16.6856, -3.9694, -12.1095)  0.09
H (-18.1175, -3.3547, -11.2019)  0.10
H (-17.3084, -2.3756, -12.4922)  0.05
H (-18.2062, -2.1636, -14.4352)  0.11
H (-17.5631, -3.7759, -14.9165)  0.14
H (-19.9610, -4.4826, -15.2909)  0.13
H (-18.4090, -3.5235, -16.9643)  0.06
H (-18.9223, -1.9158, -16.5712)  0.07
H (-20.0880, -3.0524, -17.4103)  0.08
H (-21.1909, -2.9992, -13.8946)  0.09
H (-20.6998, -1.6459, -14.9002)  0.07
C (-14.8953, -3.1670, -17.5626)  -0.10
O (-15.8652, -3.3407, -18.6080)  -0.20
C (-15.1795, -3.5551, -19.8447)  -0.22
C (-16.2160, -3.7782, -20.9537)  -0.42
C (-15.5534, -4.1066, -22.3024)  -0.06
N (-17.0607, -2.5654, -20.9847)  0.02
H (-14.3961, -2.2109, -17.6536)  0.07
H (-14.0720, -3.8859, -17.5933)  0.08
H (-15.4349, -3.1810, -16.5946)  0.08
H (-14.5156, -2.6991, -20.1381)  0.14
H (-14.5060, -4.4057, -19.7022)  0.12
H (-16.8072, -4.6524, -20.5828)  0.14
H (-14.8831, -4.9388, -22.2818)  0.06
H (-15.0224, -3.1859, -22.6740)  0.10
H (-16.3440, -4.3940, -22.9956)  0.07
H (-17.4232, -2.2712, -20.0664)  0.08
H (-17.8908, -2.5015, -21.5727)  0.08
C (-14.4293, 2.3250, -19.4593)  -0.10
O (-15.7956, 2.6324, -19.3165)  -0.22
C (-16.6186, 1.6085, -19.7881)  -0.19
C (-16.5330, 1.5779, -21.3714)  -0.46
C (-17.0937, 2.7864, -21.9629)  -0.08
N (-17.2726, 0.3653, -21.8288)  0.03
H (-14.1485, 2.3847, -20.5070)  0.08
H (-14.1604, 1.3584, -19.0324)  0.09
H (-13.8485, 3.1187, -18.9297)  0.08
H (-16.3912, 0.6188, -19.3782)  0.12
H (-17.6509, 1.8522, -19.5930)  0.12
H (-15.4678, 1.5295, -21.6592)  0.12
H (-16.9672, 2.7404, -23.0517)  0.09
H (-16.5261, 3.6176, -21.5690)  0.08
H (-18.1648, 2.9080, -21.7572)  0.09
H (-17.1933, 0.3096, -22.8485)  0.07
H (-16.8232, -0.4947, -21.4766)  0.02
O (-19.0521, 5.2446, -15.1164)  -0.09
C (-20.0132, 4.1948, -14.8678)  -0.24
C (-19.6889, 3.3710, -13.6725)  -0.25
O (-19.9192, 4.2152, -12.5260)  -0.09
H (-19.1405, 5.9344, -14.4273)  0.10
H (-21.0431, 4.6127, -14.6784)  0.14
H (-19.9931, 3.5279, -15.7265)  0.12
H (-18.6757, 3.0168, -13.6569)  0.11
H (-20.4735, 2.5934, -13.6973)  0.13
H (-19.5106, 3.8371, -11.7339)  0.03
O (-17.4052, 0.3455, -14.7550)  -0.09
C (-16.1323, -0.1608, -15.1564)  -0.25
C (-15.2342, 0.8599, -15.7842)  -0.26
O (-15.1582, 1.9929, -14.9495)  -0.10
H (-17.2045, 1.0237, -14.0659)  0.06
H (-15.6205, -0.6901, -14.3286)  0.12
H (-16.3437, -0.9426, -15.9023)  0.10
H (-15.6080, 1.1506, -16.7483)  0.10
H (-14.2445, 0.4984, -15.9931)  0.10
H (-15.4009, 2.8011, -15.4792)  0.04


Here is a cluster of 8 separate species, H16O8 in total from OMol25. Energies are from ωB97M-V/def2-TZVPD.

orbital gap	10.786	eV
HOMO	-10.8	eV
LUMO level	-0.03	eV
SMILES	O.O.O.O.O.O.O.O

Last column: natural (NBO) charge in e.
Positions of all 24 atoms, in Å:
O (-0.5819, -0.3031, -3.2998)  -0.98
H (-1.0054, -0.3249, -4.1618)  0.48
H (-1.3152, -0.3949, -2.6578)  0.50
O (1.3432, 1.6287, 3.6363)  -0.96
H (0.8078, 1.9237, 2.8847)  0.49
H (2.1676, 2.1148, 3.5497)  0.46
O (1.5092, -1.6800, -1.7278)  -0.96
H (0.8289, -1.1340, -2.1495)  0.49
H (1.9587, -2.1090, -2.4607)  0.46
O (0.1062, 2.7884, 1.1464)  -0.97
H (0.7916, 2.2115, 0.7665)  0.49
H (-0.6095, 2.7648, 0.5055)  0.47
O (-0.8971, -0.2415, 0.5945)  -0.96
H (-0.0013, 0.1186, 0.5525)  0.48
H (-1.2816, -0.0231, -0.2599)  0.48
O (-2.8628, -0.0704, -1.8290)  -0.97
H (-3.6198, -0.3697, -1.3124)  0.50
H (-3.1732, 0.7091, -2.3044)  0.49
O (-0.4120, -3.3090, 1.9052)  -0.95
H (-0.2667, -2.3884, 1.6544)  0.48
H (-0.3938, -3.3063, 2.8668)  0.46
O (1.9993, 0.7013, 0.6131)  -0.97
H (2.9320, 0.8472, 0.4270)  0.49
H (1.9757, -0.1537, 1.0604)  0.50


Here is a structure of composition C26H38N3O4S3SiTa from OMol25. Energies are from ωB97M-V/def2-TZVPD.

orbital gap	6.338	eV
charge	+2
HOMO	-14.2	eV
LUMO level	-7.82	eV

Last column: Löwdin charge in e.
Positions of all 76 atoms, in Å:
Ta (0.2395, -0.8855, -0.4171)  1.80
O (-2.5103, -1.9702, 2.4199)  0.21
C (-1.4831, -1.6498, 1.9189)  -0.53
O (-1.3471, -1.2707, 0.6340)  -0.34
C (-0.1213, -1.6329, 2.5770)  -0.21
C (0.1953, -1.9047, 3.8917)  0.07
C (1.5436, -1.8938, 4.2499)  0.05
C (2.5241, -1.6245, 3.2943)  0.08
C (2.1071, -1.3490, 2.0089)  -0.16
N (0.8192, -1.3501, 1.6797)  0.03
C (2.9643, -1.0200, 0.8121)  -0.48
O (4.1471, -0.9938, 0.7798)  0.22
O (2.1574, -0.7741, -0.2503)  -0.24
H (-0.5924, -2.1216, 4.5997)  0.15
H (1.8312, -2.1040, 5.2711)  0.14
H (3.5795, -1.6156, 3.5292)  0.15
C (-0.4821, -4.5089, 1.1687)  -0.04
C (-0.0683, -4.3964, -0.2607)  -0.60
N (0.2528, -3.3027, -0.9124)  -0.03
C (0.5823, -3.5902, -2.2313)  -0.34
C (0.4912, -4.9018, -2.5650)  -0.29
S (-0.0053, -5.8107, -1.2122)  1.19
C (1.0134, -2.5024, -3.1118)  -0.35
C (1.4491, -2.6201, -4.3882)  -0.29
S (1.8368, -1.0828, -5.0159)  1.20
C (1.3905, -0.3426, -3.5528)  -0.60
N (0.9862, -1.1983, -2.6313)  -0.10
C (1.4757, 1.1290, -3.4107)  -0.06
H (0.0853, -3.8289, 1.8077)  0.07
H (-0.2916, -5.5190, 1.5262)  0.10
H (-1.5486, -4.3085, 1.2869)  0.10
H (0.6948, -5.3638, -3.5154)  0.10
H (1.5697, -3.5201, -4.9656)  0.10
H (2.2098, 1.5356, -4.1040)  0.10
H (1.7681, 1.3979, -2.3981)  0.03
H (0.5108, 1.5840, -3.6312)  0.08
C (-2.5954, 0.1225, -2.9549)  -0.32
S (-1.9156, -1.3682, -2.1963)  0.82
C (-3.3438, -1.9616, -1.2755)  -0.31
H (-2.9581, 0.8082, -2.1968)  0.03
H (-3.4025, -0.1827, -3.6173)  0.06
H (-1.8090, 0.5908, -3.5472)  0.04
H (-4.1341, -2.1660, -1.9945)  0.06
H (-3.6673, -1.2348, -0.5344)  0.05
H (-3.0613, -2.8876, -0.7815)  0.04
C (-0.7270, 2.9308, -1.5258)  -0.19
Si (-0.1167, 1.9206, -0.0310)  0.72
C (1.5500, 2.7534, 0.5341)  -0.63
C (2.7402, 2.4802, -0.4010)  -0.10
C (1.3776, 4.2851, 0.5224)  -0.08
C (1.9231, 2.3273, 1.9591)  -0.08
C (-1.5497, 2.1541, 1.2863)  -0.62
C (-1.8515, 3.6450, 1.5451)  -0.08
C (-2.8220, 1.5295, 0.6952)  -0.10
C (-1.3023, 1.5621, 2.6769)  -0.08
H (-1.1828, 3.8365, -1.1271)  0.04
H (-1.4858, 2.4356, -2.1296)  0.00
H (0.0781, 3.2649, -2.1786)  0.03
H (2.5921, 2.9427, -1.3787)  0.08
H (2.9746, 1.4268, -0.5403)  0.05
H (3.6307, 2.9524, 0.0205)  0.10
H (1.1604, 4.6635, -0.4765)  0.08
H (2.3209, 4.7389, 0.8374)  0.10
H (0.6069, 4.6444, 1.1980)  0.06
H (1.9453, 1.2398, 2.0900)  0.06
H (1.2274, 2.7305, 2.6945)  0.07
H (2.9174, 2.7027, 2.2127)  0.10
H (-2.0696, 4.2174, 0.6452)  0.08
H (-1.0504, 4.1376, 2.0931)  0.07
H (-2.7423, 3.7009, 2.1763)  0.10
H (-3.1251, 2.0314, -0.2252)  0.08
H (-3.6470, 1.6386, 1.4030)  0.10
H (-2.7046, 0.4602, 0.4971)  0.03
H (-0.5062, 2.0830, 3.2073)  0.07
H (-1.0409, 0.5084, 2.6546)  0.04
H (-2.2082, 1.6463, 3.2812)  0.11


| no. | electronic energy (a.u.) |
| --- | --- |
| 1 | -4317.9559 |
| 2 | -9381.7028 |
| 3 | -2194.3857 |
| 4 | -611.5087 |
| 5 | -3019.4839 |